Formula: C18H57N13O14
Source: the Open Molecules 2025 dataset
Level of theory: ωB97M-V/def2-TZVPD

Properties
HOMO energy ... -8.7 eV
Maximum force ... 4.5 eV/Å
Total energy ... -67630.7723 eV
Kohn-Sham gap ... 0.3412 Eh
LUMO ... 0.5 eV
SMILES ... COCCNCCOC.NC(N)=O.NC(N)=O.NC(N)=O.NC(N)=O.NC(N)=O.NC(N)=O.OCCO.OCCO.OCCO

The geometry in XYZ format:
```
102
Properties=species:S:1:pos:R:3:mulliken_charge:R:1
C -3.320 0.641 -3.521 -0.417
O -3.528 -0.084 -2.346 -0.504
C -2.415 -0.167 -1.516 -0.427
C -2.319 0.987 -0.590 -0.417
N -3.600 1.117 0.111 -0.546
C -3.693 2.329 0.963 0.421
C -5.088 2.312 1.752 -0.926
O -6.142 2.323 0.823 -0.288
C -7.450 2.320 1.390 -0.698
H -3.668 1.681 -3.504 0.236
H -3.925 0.181 -4.402 0.239
H -2.240 0.603 -3.755 0.087
H -1.528 -0.239 -2.086 0.465
H -2.571 -1.020 -0.900 0.140
H -2.011 1.871 -1.010 1.135
H -1.600 0.645 0.203 -0.333
H -4.387 1.037 -0.497 0.347
H -3.698 3.244 0.396 0.367
H -2.896 2.207 1.702 -0.424
H -5.182 3.181 2.468 0.435
H -5.231 1.426 2.363 0.381
H -7.460 3.321 1.920 0.283
H -7.590 1.482 2.139 0.257
H -8.070 2.328 0.510 0.237
N 0.061 5.171 -0.144 -0.613
C -0.103 4.348 1.018 0.489
N 0.524 4.976 2.123 -0.495
O -0.626 3.246 0.976 -0.207
H 0.050 4.570 -1.008 0.384
H 0.892 5.769 -0.059 0.254
H 0.122 4.771 3.016 0.263
H 0.656 5.935 1.901 0.194
N -2.792 -1.485 1.443 -0.287
C -1.759 -1.752 2.166 0.518
N -1.353 -3.003 2.132 -0.524
O -1.279 -0.855 2.883 -0.556
H -3.112 -0.573 1.145 0.071
H -3.222 -2.294 1.099 0.176
H -1.356 -3.487 1.242 0.269
H -0.534 -3.210 2.634 0.310
N 1.394 -0.368 4.325 -0.227
C 2.313 -0.916 3.602 0.141
N 3.560 -0.427 3.514 -0.198
O 1.976 -1.828 2.779 -0.678
H 0.540 -0.873 4.085 0.122
H 1.443 0.486 4.817 0.186
H 3.794 0.346 4.081 0.145
H 4.286 -1.029 3.073 0.331
N 1.616 1.105 0.830 -0.253
C 1.451 0.316 -0.206 0.333
N 1.665 -1.047 0.000 0.896
O 1.119 0.801 -1.302 -0.459
H 1.737 0.670 1.749 0.308
H 1.072 1.951 0.760 -0.210
H 1.838 -1.564 -0.856 -0.529
H 1.824 -1.438 0.927 -0.077
N 5.480 -3.026 -0.420 -0.429
C 4.871 -2.752 0.803 0.617
N 3.715 -3.465 0.928 -0.286
O 5.229 -2.011 1.665 -0.692
H 4.993 -3.061 -1.352 0.165
H 6.399 -2.585 -0.526 0.261
H 3.390 -4.020 0.134 0.044
H 3.061 -3.304 1.682 0.225
N -1.524 1.859 3.616 0.111
C -0.922 2.533 4.642 0.429
N -1.137 2.145 5.980 -0.511
O -0.111 3.450 4.425 -0.746
H -1.680 0.842 3.661 0.452
H -1.241 2.138 2.717 -0.294
H -0.893 2.761 6.745 0.271
H -2.037 1.770 6.122 0.212
O 1.800 -1.976 -3.601 -0.505
C 2.952 -2.237 -4.372 -0.436
C 4.245 -1.779 -3.706 -0.079
O 5.072 -2.835 -3.329 -0.578
H 1.498 -1.062 -3.797 0.429
H 2.905 -3.354 -4.552 0.271
H 2.889 -1.817 -5.409 0.384
H 3.987 -1.280 -2.746 0.008
H 4.752 -1.057 -4.341 0.362
H 5.243 -3.487 -3.996 0.268
O 1.923 -3.725 -1.845 -0.209
C 1.313 -5.028 -1.919 -0.468
C 0.742 -5.286 -0.502 -0.656
O -0.023 -4.159 0.014 -0.449
H 1.650 -3.184 -2.587 0.242
H 0.386 -5.079 -2.546 0.340
H 1.978 -5.821 -2.260 0.360
H 1.587 -5.466 0.210 0.271
H 0.046 -6.120 -0.618 0.420
H 0.476 -3.343 -0.063 0.300
O 1.121 0.604 -3.888 -0.756
C 1.322 1.909 -4.307 -0.623
C 0.389 2.937 -3.690 -0.348
O 0.795 3.463 -2.341 -0.692
H 1.030 0.632 -2.889 0.574
H 2.347 2.223 -4.170 0.333
H 1.268 1.918 -5.405 0.452
H -0.636 2.486 -3.546 -0.016
H 0.239 3.896 -4.270 0.402
H 0.927 2.714 -1.711 0.443
```